No. 1
The following is a quantum chemistry calculation of a 9-piece molecular cluster, C39H75BrN5O10 overall at a distorted geometry, from OMol25.

Computed properties:
Net charge: +1
HOMO level, eV: -8.8
Energy, hartree: -5130.43980
Strongest force on any atom, eV/A: 7.14
E_LUMO, eV: -3.4
HOMO-LUMO gap, eV: 5.33

The geometry in XYZ format:
```
130
Properties=species:S:1:pos:R:3:lowdin_charge:R:1
Br 3.325 -3.403 0.085 0.632
O -3.834 1.874 -1.435 -0.065
O -4.074 -2.894 -2.552 0.018
O -3.351 -0.244 -6.799 0.031
O -3.230 0.762 -1.749 -0.182
O 1.990 6.638 4.157 0.038
O -4.913 5.128 1.199 0.045
O -2.549 -6.174 4.666 0.036
O 6.857 6.756 4.993 0.019
O 0.132 -2.787 -9.248 0.024
O 1.323 -7.969 2.566 0.035
N 0.290 -2.348 0.005 0.084
N -1.472 -0.667 -0.911 0.153
N 2.823 -0.119 1.657 0.064
N 5.190 4.302 0.462 -0.172
N 0.746 0.122 0.078 -0.035
C -4.991 -2.453 -3.243 -0.487
C 0.090 -3.876 -11.373 -0.018
C -6.428 -2.776 -2.934 -0.023
C 2.159 2.255 -0.620 -0.168
C 5.905 6.709 5.771 -0.475
C 4.519 6.376 5.289 -0.044
C 0.360 -4.779 3.236 -0.122
C 2.037 -3.280 1.649 -0.603
C -4.441 -4.910 3.945 -0.024
C 1.683 -10.222 3.267 -0.024
C 5.211 5.799 0.821 -0.061
C 1.074 7.079 3.465 -0.473
C -2.274 -1.280 -8.661 -0.034
C 4.430 3.764 -0.732 -0.169
C -1.867 0.800 -1.154 -0.084
C 6.167 6.075 2.144 -0.084
C -0.243 -0.944 -0.339 -0.104
C 0.910 -8.932 3.209 -0.480
C 1.415 -0.525 1.290 -0.280
C -2.942 -4.168 5.900 -0.025
C -1.136 -1.022 -6.368 -0.025
C 3.795 2.262 -0.527 -0.193
C 0.946 -2.091 1.366 -0.278
C 6.058 3.639 1.508 -0.088
C -0.387 -8.866 3.970 -0.017
C 0.767 -3.166 -10.231 -0.475
C 2.251 -2.936 -10.339 -0.023
C -2.345 -0.799 -7.236 -0.479
C 1.396 -4.756 1.961 -0.277
C 6.744 4.623 2.645 -0.051
C -6.332 3.887 -0.267 -0.026
C -3.248 -5.174 4.823 -0.490
C -6.051 4.734 0.945 -0.493
C 1.346 7.964 2.278 -0.020
C 6.082 6.983 7.240 -0.028
C 1.654 0.705 -0.983 -0.155
C -0.364 6.756 3.774 -0.025
C -7.215 5.082 1.833 -0.025
C -4.718 -1.569 -4.430 -0.027
H 4.212 1.471 -1.313 0.124
H -0.208 -3.770 3.422 0.057
H 1.082 -11.035 2.852 0.088
H -4.054 1.756 -0.444 0.147
H -2.740 -3.192 5.450 0.081
H -0.203 -9.027 5.035 0.093
H -0.815 6.228 2.930 0.084
H 2.771 -3.895 -10.411 0.089
H 3.618 4.529 -1.094 0.127
H 0.861 -5.159 0.998 0.117
H -2.111 -1.474 -1.143 0.175
H -6.473 -3.423 -2.052 0.084
H 0.971 7.490 1.368 0.085
H -0.930 -2.093 -6.285 0.090
H -5.093 -2.043 -5.341 0.096
H -6.863 5.698 2.668 0.087
H -4.540 -5.719 3.213 0.087
H 2.308 -5.461 2.264 0.123
H 0.514 -4.876 -11.491 0.090
H 0.932 -5.059 4.229 0.102
H -0.273 -0.501 -6.790 0.088
H -4.307 -3.967 3.408 0.081
H 7.467 4.342 3.535 0.094
H 5.476 7.844 7.533 0.086
H -0.409 6.109 4.657 0.084
H 0.789 -0.039 2.181 0.160
H 6.437 7.101 2.677 0.091
H -2.054 -4.489 6.455 0.087
H -6.978 -1.856 -2.722 0.088
H 6.228 2.468 1.509 0.093
H -3.638 -1.421 -4.532 0.063
H 2.603 -2.413 -9.443 0.084
H 2.877 0.440 2.535 0.105
H -7.034 4.402 -0.926 0.094
H 0.212 -3.300 -12.294 0.090
H -0.980 -3.971 -11.158 0.085
H -1.330 -0.624 -5.366 0.068
H -1.462 -0.770 -9.186 0.084
H -5.399 3.715 -0.814 0.065
H 3.843 7.210 5.495 0.078
H 4.119 1.886 0.533 0.083
H -0.558 -2.906 0.314 0.143
H 5.795 6.101 7.819 0.085
H -7.661 4.170 2.236 0.087
H -0.473 -5.586 2.967 0.082
H -3.783 -4.100 6.594 0.089
H 1.960 -10.444 4.301 0.088
H 7.134 7.209 7.443 0.084
H 2.598 -10.124 2.672 0.085
H -1.104 1.367 -1.849 0.153
H -0.914 7.676 3.986 0.088
H -5.192 -0.595 -4.285 0.097
H -7.957 5.651 1.268 0.090
H 5.227 3.667 -1.614 0.136
H -0.836 -7.876 3.837 0.052
H 0.025 -2.037 2.120 0.152
H 4.163 5.467 5.781 0.093
H -1.912 1.411 -0.140 0.167
H 0.872 8.938 2.424 0.088
H 2.427 8.112 2.176 0.082
H 2.645 -2.946 2.620 0.128
H 1.830 3.003 -1.463 0.110
H 2.469 -2.318 -11.213 0.089
H 1.008 0.818 -1.975 0.123
H -6.738 2.920 0.042 0.088
H -2.120 -2.362 -8.680 0.075
H 2.568 0.023 -1.276 0.132
H -5.349 -4.875 4.552 0.090
H -3.218 -1.052 -9.168 0.087
H 1.657 2.596 0.408 0.132
H -6.880 -3.304 -3.778 0.091
H -1.081 -9.618 3.586 0.092
H 4.664 6.664 0.251 0.092
H 3.503 -0.909 1.632 0.057
H 4.542 6.202 4.207 0.051
```

No. 2
The following is a quantum chemistry calculation of C39H76Br2F4IN2O10P4S as an isolated structure at a distorted geometry, from OMol25.

Computed properties:
Net charge: -1
HOMO level (spin up / spin down), eV: -5.4 / -5.4
Energy, hartree: -10002.38927
Strongest force on any atom, eV/A: 2.73
Spin multiplicity: 3
E_LUMO (spin up / spin down), eV: 1.6 / 1.1
Energy above the lowest of the compared OMol25 structures with the same formula, charge and spin, kcal per mole: 21.97
⟨S²⟩: 2.0082
HOMO-LUMO gap (spin up / spin down), eV: 6.98 / 6.46

The geometry in XYZ format:
```
139
Properties=species:S:1:pos:R:3:lowdin_spin:R:1
I -3.225 -3.089 -2.099 0.000
Br -9.137 1.155 -2.209 0.000
Br -5.490 -4.674 -0.345 0.000
S -3.331 2.451 -2.469 0.000
P -4.567 -2.516 0.030 0.000
P -3.384 0.541 -2.099 0.000
P -4.749 1.663 0.303 0.000
P -2.962 1.900 1.494 0.000
F -6.839 -0.057 -0.108 0.000
F -6.232 0.749 4.676 0.000
F -7.376 -2.378 3.682 0.000
F -6.668 -0.985 6.026 0.000
O -1.929 0.066 -1.650 0.000
O 6.241 0.724 2.202 0.000
O -3.999 -0.881 0.165 0.000
O -3.257 3.013 2.419 0.000
O -1.724 2.276 0.567 0.000
O 9.495 -2.443 3.102 0.549
O -2.560 0.593 2.319 0.000
O -5.933 -1.892 -0.911 0.000
O -5.522 4.977 -6.177 0.556
O -3.713 -0.232 -3.456 0.000
N 10.396 -2.692 3.997 0.357
N -5.863 6.199 -6.429 0.350
C -7.728 7.151 -4.373 0.001
C 7.336 1.247 2.930 0.000
C 6.641 0.152 0.955 0.000
C -1.354 -4.590 1.942 0.000
C -3.027 -3.011 1.014 0.000
C 10.353 -5.531 4.732 0.001
C -6.421 -0.583 4.766 0.000
C -7.176 1.291 -2.389 0.000
C 10.682 -2.870 6.480 0.002
C -4.579 0.064 -0.716 0.000
C 3.357 -2.951 0.938 0.000
C -6.244 6.961 -4.072 0.014
C 12.730 -3.587 4.223 0.002
C 6.065 -1.258 0.826 0.000
C -6.593 -0.137 -2.419 0.000
C 11.415 -3.626 3.420 0.026
C -5.930 -0.567 -1.125 0.000
C -6.881 2.070 -3.699 0.000
C -7.665 7.526 -7.555 0.002
C -7.325 6.248 -6.737 0.026
C -3.929 6.712 -4.963 -0.001
C 4.285 -2.690 -0.271 0.000
C -5.343 -1.419 2.623 0.000
C 10.905 -5.067 3.385 0.014
C -5.367 7.075 -5.319 0.026
C 11.798 -3.185 2.012 -0.001
C -5.671 -2.496 1.583 0.000
C -5.313 8.553 -5.753 0.002
C 9.277 -4.567 5.222 0.015
C -6.390 -1.431 3.721 0.000
C -2.718 -4.486 1.200 0.000
C -0.210 -4.557 0.924 0.000
C -7.734 5.079 -7.628 -0.001
C 9.732 -3.105 5.272 0.026
C -8.172 6.181 -5.462 0.015
C 1.908 -3.234 0.531 0.000
C 1.160 -4.140 1.500 0.000
C 4.943 -1.318 -0.223 0.000
C 8.506 -2.244 5.550 -0.001
H 8.107 -2.486 6.536 0.000
H -6.101 5.980 -3.608 0.002
H 7.729 0.098 0.915 0.000
H 1.759 -5.050 1.596 0.000
H -7.433 -0.814 -2.541 0.000
H 5.079 -3.437 -0.294 0.000
H 12.620 -3.800 1.648 0.000
H 1.368 -2.285 0.497 0.000
H 10.976 -3.291 1.307 -0.001
H 5.666 -1.543 1.796 0.000
H 13.514 -4.107 3.671 0.000
H -3.849 5.723 -4.517 -0.001
H -4.800 8.659 -6.710 0.001
H 6.822 -1.983 0.532 0.000
H -5.967 -0.273 -3.292 0.000
H 1.903 -3.650 -0.474 0.000
H -4.759 9.133 -5.015 0.000
H 4.227 -0.526 0.005 0.000
H -6.776 1.868 -1.567 0.000
H -6.294 9.018 -5.832 0.000
H -1.282 -5.524 2.500 0.000
H -9.218 6.362 -5.717 0.001
H 13.061 -2.560 4.379 0.001
H -5.757 1.465 1.264 0.000
H 3.737 -2.780 -1.208 0.000
H 3.449 -2.091 1.599 0.000
H -0.100 -5.572 0.544 0.000
H -3.288 6.744 -5.846 0.000
H 5.412 -1.062 -1.175 0.000
H 12.662 -4.081 5.190 0.000
H -8.491 8.086 -7.114 0.000
H 10.317 -2.062 7.114 0.000
H 8.105 0.483 3.066 0.000
H -6.184 1.502 -4.304 0.000
H -5.680 -3.459 2.081 0.000
H -8.775 5.208 -7.926 0.000
H -6.822 8.202 -7.660 0.001
H -7.937 8.184 -4.672 0.000
H -3.442 -4.988 1.835 0.000
H -7.805 2.246 -4.235 0.000
H 7.729 2.108 2.386 0.000
H -3.541 7.428 -4.239 0.000
H 10.119 -5.163 2.630 0.003
H -1.264 -3.770 2.654 0.000
H -5.362 -0.413 2.214 0.000
H 12.126 -2.144 2.004 0.000
H 6.968 1.523 3.912 0.000
H 6.275 0.809 0.165 0.000
H -7.948 7.274 -8.577 0.000
H -6.687 -2.308 1.256 0.000
H -1.927 3.134 0.172 0.000
H 3.740 -3.823 1.469 0.000
H -4.411 -1.602 3.147 0.000
H 7.706 -2.409 4.831 0.000
H -8.129 5.166 -5.054 0.002
H -7.123 5.039 -8.531 0.000
H 8.761 -1.183 5.539 0.000
H 8.931 -4.868 6.212 0.001
H 10.778 -3.759 7.104 0.000
H -2.063 0.912 3.083 0.000
H -1.940 -0.247 -0.733 0.000
H -2.184 -2.587 0.470 0.000
H -7.655 4.120 -7.119 -0.001
H -6.463 3.032 -3.422 0.000
H -2.573 -5.013 0.263 0.000
H -2.896 -0.324 -3.960 0.000
H 11.154 -5.619 5.472 0.000
H -3.009 -2.548 1.999 0.000
H -5.919 7.699 -3.335 0.001
H 9.925 -6.530 4.626 0.001
H -0.457 -3.924 0.073 0.000
H 1.092 -3.709 2.497 0.000
H 11.680 -2.560 6.184 0.001
H 8.411 -4.652 4.557 0.002
H 11.715 -5.728 3.071 0.001
H -8.310 6.973 -3.467 0.001
```

No. 3
The following is a quantum chemistry calculation of a 12-piece molecular cluster, C39H76O16S2 overall at a distorted geometry, from OMol25.

Computed properties:
Net charge: 0
HOMO level, eV: -9.6
Energy, hartree: -3531.65600
Strongest force on any atom, eV/A: 3.90
E_LUMO, eV: -0.1
Energy above the lowest of the compared OMol25 structures with the same formula, charge and spin, kcal per mole: 0.00
HOMO-LUMO gap, eV: 9.47
SMILES: C[C@H]1COC(=O)O1.O=S1(=O)CCCC1.O=S1(=O)CCCC1.CC(C)=O.CC(C)=O.CC(C)=O.CC(C)=O.CC(C)=O.CC(C)=O.CC(C)=O.CC(C)=O.CC(C)=O

The geometry in XYZ format:
```
133
Properties=species:S:1:pos:R:3:lowdin_charge:R:1
S -6.473 4.011 4.394 0.753
S 6.585 5.796 3.654 0.686
O 6.965 7.173 3.889 -0.338
O 3.706 3.556 -8.944 0.148
O -4.572 1.853 -9.267 0.055
O -6.825 4.403 5.776 -0.367
O 0.305 -0.279 -0.693 0.055
O -5.844 -4.611 7.160 0.038
O 4.772 2.724 -7.072 0.104
O 1.489 -8.172 4.497 0.051
O -3.318 -6.286 -7.808 0.044
O 8.604 -2.184 0.031 0.033
O 5.908 3.120 -8.868 0.099
O 2.963 -1.694 8.020 0.039
O -8.755 -1.756 -2.265 0.046
O -7.342 4.294 3.239 -0.355
O 1.201 8.065 -3.936 0.064
O 6.051 4.936 4.692 -0.349
C 2.046 -8.367 5.559 -0.483
C -3.789 3.598 4.083 -0.221
C -3.370 -6.315 -5.410 -0.018
C -4.210 2.193 -11.657 -0.032
C 0.070 7.641 -3.847 -0.500
C -2.543 1.032 -10.147 -0.031
C 3.454 -7.845 5.810 -0.024
C -9.177 -3.476 -0.640 -0.026
C -4.571 2.417 3.478 -0.245
C -0.937 7.801 -4.946 -0.027
C 6.431 -2.708 0.842 -0.033
C 4.685 3.161 -8.348 -0.528
C 3.203 -0.525 7.674 -0.491
C -3.858 -5.846 -6.798 -0.486
C -11.045 -2.009 -1.666 -0.034
C 3.570 0.530 8.731 -0.026
C -5.840 2.245 4.283 -0.214
C 6.244 1.079 -6.114 -0.020
C -4.762 -4.673 -6.859 -0.033
C 5.765 4.666 1.346 -0.213
C -0.144 -1.125 -1.448 -0.506
C 6.842 2.612 -7.961 -0.118
C 7.868 4.830 2.642 -0.176
C -9.586 -2.384 -1.605 -0.479
C 7.300 4.701 1.185 -0.211
C -4.774 4.793 4.055 -0.201
C 6.062 2.429 -6.717 -0.400
C -0.279 -0.793 -2.918 -0.024
C -0.368 7.089 -2.516 -0.033
C -3.751 -3.997 8.065 -0.029
C -0.612 -2.435 -0.968 -0.033
C -5.553 -5.219 9.489 -0.030
C 7.891 -2.354 1.034 -0.455
C 3.084 -0.100 6.299 -0.038
C -5.120 -4.626 8.164 -0.476
C -3.898 1.727 -10.281 -0.496
C 8.339 -1.910 2.434 -0.026
C 1.273 -8.947 6.742 -0.022
C 5.329 5.823 2.327 -0.207
H -5.296 -4.633 10.371 0.081
H -9.504 -3.257 0.377 0.084
H 5.855 -1.787 0.930 0.086
H 2.552 -0.890 5.768 0.091
H -4.778 5.228 3.056 0.095
H 7.710 3.230 -7.730 0.143
H -0.635 8.626 -5.591 0.083
H -8.088 -3.506 -0.679 0.080
H -0.981 6.898 -5.554 0.089
H -6.549 1.586 3.781 0.101
H -11.601 -2.862 -2.055 0.084
H -6.632 -5.364 9.543 0.079
H -3.951 1.522 3.512 0.114
H 3.014 1.464 8.809 0.078
H -1.692 -2.581 -0.924 0.094
H -5.300 2.186 -11.667 0.085
H 0.567 -0.151 -3.162 0.085
H 6.289 -3.039 -0.187 0.081
H 7.741 3.818 0.724 0.107
H 6.145 -3.464 1.573 0.084
H -3.818 -2.996 8.492 0.088
H -5.174 -6.239 9.560 0.086
H -0.592 7.939 -1.871 0.091
H -4.773 -3.937 -6.055 0.085
H 8.529 -2.610 3.247 0.080
H -4.645 -4.216 -7.842 0.087
H 4.085 0.032 5.889 0.098
H 0.365 6.457 -2.016 0.079
H 7.563 5.500 0.492 0.109
H -1.900 1.372 -10.959 0.071
H -0.311 -1.711 -3.504 0.072
H -0.183 -3.207 -1.606 0.084
H 5.463 3.676 1.686 0.109
H -3.390 -7.391 -5.235 0.080
H -2.326 -6.004 -5.449 0.083
H -2.882 3.878 3.546 0.111
H 5.680 0.922 -5.195 0.088
H -5.641 1.789 5.253 0.103
H 6.319 3.261 -6.061 0.160
H -3.506 3.495 5.130 0.113
H -3.481 -4.014 7.009 0.085
H -11.423 -1.684 -0.697 0.083
H 1.971 -9.150 7.553 0.067
H -2.080 1.306 -9.199 0.081
H -1.185 6.368 -2.543 0.074
H 5.322 4.811 0.360 0.106
H 5.956 0.241 -6.749 0.096
H 0.567 -9.739 6.493 0.085
H -4.461 5.495 4.828 0.095
H 5.549 6.758 1.813 0.091
H -2.660 -0.050 -10.223 0.086
H 7.551 -1.235 2.769 0.073
H -3.034 -4.525 8.694 0.078
H 4.623 0.774 8.592 0.081
H 4.322 5.922 2.734 0.103
H 7.923 3.840 3.095 0.094
H 3.513 0.151 9.751 0.075
H 0.709 -8.105 7.143 0.086
H -4.865 2.541 2.435 0.119
H 9.210 -1.257 2.368 0.077
H 3.908 -8.387 6.640 0.069
H 2.497 0.813 6.199 0.093
H -3.839 -5.741 -4.611 0.068
H 8.752 5.457 2.758 0.089
H -11.303 -1.163 -2.303 0.080
H -1.196 -0.311 -3.258 0.087
H 7.186 1.615 -8.238 0.132
H -9.548 -4.451 -0.957 0.084
H 3.360 -6.768 5.944 0.091
H 7.293 0.901 -5.876 0.095
H 4.144 -8.064 4.995 0.081
H -3.929 1.456 -12.408 0.085
H -0.251 -2.619 0.043 0.086
H -5.770 -5.088 -6.872 0.092
H -3.779 3.165 -11.894 0.097
H -1.967 8.040 -4.681 0.081
```